1.
9
Properties=species:S:1:pos:R:3 method="wB97M-V/def2-TZVPD" orbital_gap_ev=8.39 e_above_lowest_ev=1.588
C -0.03500 -1.00464 0.38544
C 0.90893 0.12976 0.20742
H -3.37631 -0.27456 -0.12179
H 0.47665 -1.92379 0.71216
H -0.44115 1.32359 0.86838
N -1.30303 -1.06712 0.23112
O 0.47233 1.36938 0.44980
S -2.20276 0.29262 -0.32098
S 2.41775 -0.12769 -0.31853


2.
16
Properties=species:S:1:pos:R:3 method="wB97M-V/def2-TZVPD" orbital_gap_ev=8.69 e_above_lowest_ev=3.856
C 2.37985 0.33976 -0.15860
N 1.00126 0.00869 0.10283
C 0.41721 -1.01785 0.83334
C -2.06266 -0.50481 0.32543
C -1.42853 0.79572 -0.25021
C -0.16254 0.03074 -0.76900
C -0.69857 -1.13691 0.04461
H 2.79569 0.87839 0.70038
H 2.42472 1.01021 -1.02166
H 3.00894 -0.53532 -0.36256
H 0.72341 -1.35122 1.82268
H -2.36911 -0.45619 1.37385
H -1.16176 1.52515 0.51844
H -1.99775 1.28616 -1.04495
H 0.02468 0.01868 -1.84564
H -2.89486 -0.89119 -0.26893


3.
116
Properties=species:S:1:pos:R:3 method="wB97M-V/def2-TZVPD" orbital_gap_ev=8.89
C -4.08832 3.09660 2.76675
C -4.16917 3.65359 1.34753
N -3.80867 4.84964 1.10598
C -4.68372 2.83262 0.16753
N -5.47247 1.64889 0.57264
I -6.36971 0.87779 -1.13783
C -4.68930 0.55305 1.09629
O -5.26480 -0.41865 1.50153
O -3.33461 0.68738 1.15600
C -2.81735 -0.05379 2.27713
C -1.26785 -0.02040 2.41548
C -0.48130 0.39931 1.15103
C -0.42148 1.91134 0.92189
O 0.93988 2.39641 0.92309
C 0.88821 3.74790 1.16369
O 0.68778 4.53152 0.28445
H -3.14364 2.54735 2.85267
H -4.87172 2.34506 2.92618
H -4.16848 3.87312 3.52504
H -3.49867 5.23837 1.99700
H -3.86626 2.59872 -0.51518
H -5.35843 3.48897 -0.38861
H -3.23561 0.36183 3.19838
H -3.10916 -1.10411 2.24847
H -0.95313 -1.05122 2.61805
H -0.95735 0.54737 3.29984
H -0.94839 -0.13708 0.31618
H 0.51920 -0.03237 1.24652
H -0.89323 2.13091 -0.03130
H -0.97916 2.39134 1.73967
H 1.02205 4.05593 2.21342
C -1.19922 2.96443 -3.35646
Cl -1.28912 2.10059 -4.89212
Cl -1.81666 4.60335 -3.53159
Cl -2.10154 2.11571 -2.09307
H -0.16073 3.01844 -3.05480
C 2.50647 -2.47609 1.91262
Cl 0.91434 -3.20879 1.71797
Cl 2.66127 -1.06166 0.86750
Cl 2.75286 -2.02714 3.60128
H 3.25956 -3.20251 1.63209
C -2.30706 -0.44267 6.53758
Cl -2.23751 -1.80021 5.40422
Cl -0.82973 -0.35714 7.50064
Cl -2.57821 1.08101 5.68333
H -3.14179 -0.60554 7.20683
C -4.12541 8.44548 0.11223
Cl -3.89507 8.99399 -1.54975
Cl -2.84556 9.07857 1.15285
Cl -5.71354 8.93099 0.71312
H -4.07172 7.36189 0.12737
C 1.38595 -0.69498 10.81209
Cl 1.71999 -0.35995 9.11127
Cl 2.70443 -0.11840 11.83245
Cl -0.14682 0.03018 11.30227
H 1.30721 -1.76719 10.93478
C 2.91351 -4.78438 6.75811
Cl 1.46473 -3.78689 6.90661
Cl 3.21620 -5.16924 5.04817
Cl 4.28225 -3.99762 7.54140
H 2.73416 -5.71733 7.27571
C -2.19291 -5.56185 2.96426
Cl -1.64110 -6.66730 4.22681
Cl -2.29443 -3.90937 3.58743
Cl -1.11161 -5.61760 1.57328
H -3.17994 -5.87227 2.64711
C 2.96572 6.93325 0.43492
Cl 3.76265 5.74078 1.46469
Cl 2.64625 8.41833 1.33229
Cl 3.94059 7.26794 -0.99955
H 2.01783 6.51801 0.11352
C 1.21897 0.83576 -7.59150
Cl 1.66187 0.14915 -6.02717
Cl 1.96227 -0.07724 -8.90708
Cl -0.53470 0.88208 -7.78723
H 1.59122 1.85131 -7.63391
C -3.13529 -4.39503 -2.24015
Cl -2.34642 -5.71522 -3.10682
Cl -4.68059 -4.92428 -1.56979
Cl -2.08624 -3.77139 -0.96672
H -3.32791 -3.59587 -2.94366
C 7.11027 -2.24955 4.69181
Cl 6.88234 -0.71276 3.85379
Cl 7.47936 -1.97832 6.39871
Cl 5.68230 -3.27050 4.51651
H 7.95188 -2.75931 4.24124
C 4.62716 -4.34351 -6.47167
Cl 5.48336 -5.68748 -7.23189
Cl 3.09204 -4.88680 -5.79129
Cl 5.62705 -3.58812 -5.22994
H 4.41657 -3.60348 -7.23174
C -0.40311 1.78434 -12.15379
Cl 0.46611 0.65938 -13.20052
Cl -1.78571 0.99081 -11.39866
Cl 0.67843 2.45543 -10.92956
H -0.76996 2.59941 -12.76325
C -5.08687 -1.05132 -9.69883
Cl -4.89783 -0.53994 -11.37807
Cl -3.78813 -0.40185 -8.69507
Cl -6.66282 -0.56562 -9.07074
H -5.02863 -2.13114 -9.66688
C 5.60647 -4.76671 -0.28562
Cl 4.00213 -5.47774 -0.48785
Cl 5.80907 -3.38234 -1.35559
Cl 5.86429 -4.30881 1.39929
H 6.34518 -5.51149 -0.55152
C 4.43176 7.41358 -5.10849
Cl 6.18662 7.25026 -5.20194
Cl 3.97358 9.09444 -4.83134
Cl 3.66810 6.78988 -6.57342
H 4.08210 6.82595 -4.26936
C 1.31166 -9.77298 3.41776
Cl 2.63728 -10.79649 2.85999
Cl 0.35936 -10.60178 4.65222
Cl 1.92158 -8.23549 4.02968
H 0.66499 -9.56754 2.57457


4.
101
Properties=species:S:1:pos:R:3 method="wB97M-V/def2-TZVPD" orbital_gap_ev=1.65
C -0.50300 -5.79913 3.57420
C 0.52274 -6.00804 2.43830
O 1.54441 -5.00509 2.35572
C 1.03847 -3.68371 2.32634
C 2.21661 -2.74437 1.94776
C 2.44643 -2.70236 0.42447
C 1.52398 -1.69398 -0.35507
C 2.28488 -0.33975 -0.66751
C 1.37368 0.91505 -0.51191
C 1.18113 1.73395 -1.86069
C 0.64496 3.12703 -1.34269
N 0.83748 3.10888 0.13120
P 0.83585 4.71034 1.03654
C -0.78378 5.53218 0.54362
C 2.26729 5.76301 0.41138
C 2.84287 6.48341 1.69539
C 1.92498 2.11400 0.35495
H 0.02177 -5.68976 4.54239
H -1.16445 -4.92329 3.44815
H -1.15566 -6.68446 3.67375
H -0.02347 -6.17072 1.48383
H 1.04302 -6.96375 2.65094
H 0.17078 -3.52839 1.65213
H 0.72994 -3.37667 3.34849
H 2.05490 -1.74246 2.38782
H 3.12479 -3.17682 2.41333
H 2.42795 -3.73146 -0.02689
H 3.48472 -2.32562 0.26556
H 0.67810 -1.43805 0.30346
H 1.22478 -2.12778 -1.32469
H 3.23753 -0.27531 -0.11518
H 2.56053 -0.39631 -1.75041
H 0.37974 0.66817 -0.08366
H 2.18091 1.95186 -2.29519
H 0.46406 1.18553 -2.52774
H 1.19850 3.93855 -1.84398
H -0.41246 3.27977 -1.61583
H -0.00100 2.65153 0.50472
H -0.80767 6.71989 0.86012
H -1.56740 4.97629 1.08429
H -0.88472 5.43598 -0.55173
H 3.04517 5.14919 -0.08442
H 1.86741 6.55216 -0.24894
H 3.86110 6.83637 1.46255
H 2.21479 7.37548 1.85465
H 2.83593 5.79616 2.55553
H 2.16879 1.85203 1.39414
H 2.81787 2.54095 -0.14607
Cl -2.23219 7.62819 0.47813
K 3.59635 -5.40081 -0.00314
C -4.69786 4.98961 4.57565
C -4.52616 4.14630 3.34044
O -4.03602 3.03543 3.39458
C -4.98465 4.73687 2.03574
H -4.32596 4.44302 5.44134
H -4.13143 5.91680 4.47404
H -5.75441 5.21448 4.72897
H -4.42610 5.65155 1.82833
H -6.05370 4.95122 2.07538
H -4.80016 4.02289 1.23339
N 2.47072 -9.12263 4.07452
O 2.34247 -8.69492 2.90893
O 3.55822 -9.03481 4.65339
O 1.49729 -9.63413 4.64145
Al 1.21598 0.01282 -4.04769
C -1.18691 -11.45367 1.99238
C 0.07036 -12.25270 2.26556
O -0.09606 -13.43877 2.59210
O 1.14241 -11.63690 2.13446
H -2.08915 -12.06546 2.12018
H -1.23903 -10.60602 2.67830
H -1.16752 -11.08267 0.95032
O -2.11776 -11.25863 -0.71326
H -2.17062 -11.31494 -1.67768
C -2.69052 -0.50647 -8.55669
C -2.27947 0.02779 -7.19488
C -2.09457 -1.25660 -6.40129
O -1.67240 -2.25701 -7.32529
C -1.84876 -1.76678 -8.66403
H -2.51578 0.19178 -9.37363
H -3.75212 -0.76415 -8.54927
H -1.32597 0.56035 -7.27753
H -3.00824 0.70330 -6.74783
H -3.03663 -1.58561 -5.95205
H -1.34608 -1.16111 -5.60555
H -0.85862 -1.54914 -9.07807
H -2.31808 -2.53706 -9.27531
C 7.77674 -4.35918 2.79171
Cl 9.52076 -4.18028 2.58819
Cl 7.06094 -2.79260 3.20823
Cl 7.06673 -4.93922 1.26400
Cl 7.43829 -5.52582 4.06915
B -1.82444 11.81669 -1.41366
O -3.09069 11.26935 -1.95887
C -4.03343 11.42807 -1.04364
O -5.18123 11.08998 -1.17216
C -3.43624 12.09424 0.16474
O -4.02119 12.38387 1.17526
O -2.15001 12.31795 -0.05694
F -1.36098 12.87051 -2.22494
F -0.85134 10.80457 -1.33855


5.
73
Properties=species:S:1:pos:R:3 method="wB97M-V/def2-TZVPD" charge=+2 multiplicity=4 orbital_gap_ev="6.66 / 7.91" e_above_lowest_ev=1.352
V -3.42948 -0.85660 0.66421
N -2.54300 2.91257 2.80208
C -2.84210 1.62472 2.64126
N -3.49585 1.11559 1.64116
C -3.91253 1.99618 0.61522
N -4.61444 1.59735 -0.39082
N -4.80460 0.21554 -0.25384
C -5.89829 -0.33670 -0.59999
C -6.10991 -1.65410 0.03080
C -7.22622 -2.42710 -0.21417
C -7.43820 -3.56442 0.55213
C -6.52036 -3.87863 1.53794
C -5.41572 -3.06091 1.71492
N -5.20496 -1.95903 0.99689
C -3.56430 3.41957 0.71286
C -3.91532 4.34485 -0.27450
C -3.59068 5.67487 -0.11855
C -2.90891 6.10345 1.02417
C -2.54728 5.20589 2.00657
C -2.88343 3.86636 1.83481
H -2.08403 3.19393 3.65227
H -2.51291 0.96752 3.43786
H -6.65173 0.17169 -1.19283
H -7.92178 -2.13709 -0.99028
H -8.30712 -4.18427 0.37897
H -6.64379 -4.74912 2.16573
H -4.65555 -3.30058 2.44535
H -4.45067 4.00133 -1.14837
H -3.87312 6.39023 -0.87818
H -2.66543 7.15052 1.14493
H -2.02501 5.53528 2.89586
F 2.62922 2.66838 -0.60604
C 2.43926 1.33537 -0.48526
C 1.17784 0.88287 -0.26668
C 0.92909 -0.48868 -0.12845
C -0.42314 -0.97112 0.09236
O -1.37975 -0.16235 0.23642
C -0.57745 -2.38658 0.15308
C 0.52058 -3.18491 0.11310
N 1.77795 -2.74009 -0.10939
C 2.87935 -3.68435 -0.13283
C 3.57926 -3.92654 -1.44038
C 2.68052 -4.97805 -0.85937
C 2.00650 -1.37419 -0.22529
C 3.30576 -0.88357 -0.44524
C 3.55525 0.47014 -0.57836
N 4.85751 0.94456 -0.86789
C 5.11440 2.36815 -1.09712
C 6.58136 2.55325 -1.47595
N 7.01662 1.33187 -2.24117
C 7.10473 0.14387 -1.29856
C 6.00651 0.29441 -0.24946
C -1.96600 -2.95689 0.29261
O -2.23376 -3.76587 1.16709
O -2.78773 -2.38078 -0.52524
H 0.35885 1.58684 -0.20301
H 0.42639 -4.25544 0.23503
H 3.46606 -3.70041 0.77739
H 4.64847 -4.08749 -1.41668
H 3.19668 -3.39313 -2.30012
H 3.11828 -5.86286 -0.42240
H 1.73638 -5.12987 -1.36254
H 4.09749 -1.60212 -0.56203
H 4.90288 3.00590 -0.23428
H 4.48938 2.71101 -1.91986
H 7.25498 2.61516 -0.62437
H 6.72592 3.42911 -2.10323
H 7.90737 1.48580 -2.71160
H 6.32493 1.12977 -2.96383
H 8.10624 0.15703 -0.87299
H 6.98047 -0.74560 -1.91208
H 6.36079 0.86077 0.61909
H 5.76133 -0.69228 0.12109


6.
7
Properties=species:S:1:pos:R:3 method="wB97M-V/def2-TZVPD" orbital_gap_ev=9.42 e_above_lowest_ev=2.931 smiles="C=C(Cl)OCl"
C -1.11518 -0.17366 0.24471
C 0.01460 0.37588 -0.26941
O 0.90297 -0.39399 -0.92626
Cl 0.58849 2.06484 -0.39101
Cl 2.22524 -0.92626 0.01991
H -1.72481 0.27427 0.92210
H -0.89131 -1.22109 0.39997


| no. | electronic energy (hartree) |
| --- | --- |
| 1 | -1004.32917 |
| 2 | -288.64035 |
| 3 | -25187.70903 |
| 4 | -5816.40249 |
| 5 | -2905.92891 |
| 6 | -1072.91686 |